Entry 1:
DFT (ωB97M-V with the def2-TZVPD basis set) results for a 8-piece molecular cluster, C28H44N4O4 overall at a distorted geometry.

CARTESIAN COORDINATES (ANGSTROEM)
C  6.55318  -4.95450  -0.01361
C  6.15048  -5.56489  1.17181
C  5.99168  -6.90896  0.89600
N  6.29970  -7.04065  -0.50715
C  6.69195  -5.83979  -1.06123
H  6.82591  -3.91012  0.02212
H  6.04470  -5.19762  2.18192
H  5.70753  -7.80201  1.43278
H  6.15177  -7.85633  -1.08411
H  6.96316  -6.00100  -2.09412
C  -3.88522  9.50823  1.01524
C  -2.99029  9.02159  0.05060
C  -3.64478  8.26529  -0.93446
N  -4.94328  8.32521  -0.55806
C  -5.08321  8.99051  0.59396
H  -3.59773  10.24303  1.75267
H  -1.96483  9.29380  -0.15120
H  -3.37487  7.77505  -1.85816
H  -5.74128  7.97180  -1.06638
H  -6.07695  9.14364  0.98821
C  0.51906  1.53877  -0.76312
C  0.89071  1.06717  0.49521
C  1.09007  -0.29641  0.38306
N  1.02406  -0.65835  -0.96090
C  0.61271  0.43736  -1.66066
H  0.27984  2.56241  -1.01081
H  0.78102  1.56596  1.44682
H  1.42137  -0.98951  1.14218
H  1.08824  -1.57358  -1.38318
H  0.60202  0.50069  -2.73874
C  -2.30559  -7.60257  6.64051
C  -1.75911  -8.45310  5.66343
C  -1.12440  -7.61734  4.79375
N  -1.16426  -6.33927  5.27029
C  -1.79751  -6.32219  6.46572
H  -2.94948  -7.67045  7.50491
H  -1.91893  -9.52109  5.64728
H  -0.53254  -7.88161  3.92987
H  -0.73050  -5.55249  4.80886
H  -1.88261  -5.43164  7.07075
C  -6.83658  6.25191  8.01135
C  -6.61197  5.28646  6.84898
C  -5.38817  5.32628  5.95767
O  -7.54809  4.52040  6.57977
H  -7.83000  6.62927  8.25385
H  -6.32517  7.18303  7.76730
H  -6.37174  5.72467  8.84445
H  -5.74470  5.33691  4.92768
H  -4.66241  4.52828  6.11441
H  -4.95847  6.31200  6.13605
C  -5.09341  0.82915  -5.80699
C  -4.33710  -0.13012  -6.61393
C  -4.38660  -1.57931  -6.17012
O  -3.71761  0.24037  -7.61838
H  -4.62915  1.79109  -5.58964
H  -5.38922  0.50715  -4.80854
H  -6.03705  0.96328  -6.33582
H  -4.56644  -1.63919  -5.09673
H  -3.71235  -2.28519  -6.65512
H  -5.29272  -1.99302  -6.61272
C  6.40350  4.47726  1.35849
C  6.54762  4.31709  2.94325
C  6.66701  2.80723  3.42189
O  6.58024  5.26078  3.70076
H  5.62477  5.20297  1.12399
H  6.18784  3.51911  0.88568
H  7.39604  4.80192  1.04609
H  7.54894  2.21228  3.18455
H  5.84712  2.16164  3.10708
H  6.58235  2.86599  4.50701
C  3.49053  -6.16847  -8.40161
C  2.87441  -4.79469  -8.04290
C  2.60624  -4.02149  -9.26851
O  2.52738  -4.42140  -6.92436
H  2.74956  -6.69506  -9.00307
H  3.49782  -6.92607  -7.61797
H  4.50598  -6.27909  -8.78204
H  1.64815  -4.15007  -9.77212
H  3.32616  -4.24843  -10.05483
H  2.60515  -2.95032  -9.06680

As for the SMILES: c1cc[nH]c1.c1cc[nH]c1.c1cc[nH]c1.c1cc[nH]c1.CC(C)=O.CC(C)=O.CC(C)=O.CC(C)=O. The value obtained for the calculated total energy is -43895.058 eV. The calculation puts the gap between HOMO and LUMO at 8.61 eV. For the maximum force, the calculation gives 3.91 eV Å⁻¹. The energy above the lowest of the compared OMol25 structures with the same formula, charge and spin comes out at 147.7 kJ/mol. Its net charge is 0. The value obtained for the highest occupied orbital energy is -8.1 eV.



Entry 2:
DFT (ωB97M-V with the def2-TZVPD basis set) results for the molecule C9H14N2O at a distorted geometry.

CARTESIAN COORDINATES (ANGSTROEM)
O  -1.85474  1.90127  0.12844
C  -2.57899  0.91368  -0.63709
C  -2.76753  -0.23095  0.21455
C  -1.51659  -0.70829  1.11394
N  -0.64144  -1.68158  0.37182
C  -0.02635  -1.11070  -0.84015
C  1.18009  -0.40126  -0.44519
C  2.33756  -1.03409  -0.21398
C  3.52451  -0.28794  0.12600
C  3.26900  1.10683  0.37100
C  2.04731  1.55629  0.23392
N  1.09814  1.01670  -0.27772
H  -0.98505  1.97146  -0.28059
H  -3.49040  1.37732  -1.21109
H  -1.74556  0.58888  -1.59212
H  -3.50684  -0.04056  1.02571
H  -3.09416  -0.98007  -0.51317
H  -1.04398  0.09181  1.92966
H  -2.14737  -1.19486  1.88901
H  0.24341  -2.02622  1.08787
H  -0.02263  -2.05703  -1.56135
H  -0.59196  -0.25108  -1.38247
H  2.21121  -2.02621  -0.86481
H  4.49612  -0.92492  0.17520
H  3.95868  1.94166  0.80747
H  1.64754  2.48984  0.34514

As for the SMILES: OCCCNCc1ccccn1. The value obtained for the calculated total energy is -14581.665 eV. The calculation puts the gap between HOMO and LUMO at 9.22 eV. For the maximum force, the calculation gives 12.27 eV Å⁻¹. The energy above the lowest of the compared OMol25 structures with the same formula, charge and spin comes out at 570.9 kJ/mol. Its net charge is 0. The value obtained for the highest occupied orbital energy is -8.7 eV.



Entry 3:
DFT (ωB97M-V with the def2-TZVPD basis set) results for C21H24CoN3O5S2 as an isolated structure.

CARTESIAN COORDINATES (ANGSTROEM)
Co  -1.13852  0.17108  1.16111
O  -3.01693  -0.52673  0.57992
N  -3.91363  -0.81038  1.47312
C  -5.05614  -1.38759  1.06139
C  -6.07976  -1.69012  1.92471
C  -5.92771  -1.38312  3.27811
C  -4.75087  -0.80910  3.69923
C  -3.71195  -0.52408  2.80050
S  -2.24030  0.16524  3.29755
H  -5.09584  -1.57925  -0.00041
H  -6.98024  -2.15050  1.54737
H  -6.71871  -1.59174  3.98285
H  -4.58026  -0.55461  4.73319
C  1.46181  -1.88327  -3.84265
C  2.00681  -0.67155  -3.14858
C  2.78158  0.26469  -3.81983
C  3.28236  1.36528  -3.14593
C  3.01840  1.52193  -1.80047
C  2.24722  0.60553  -1.11168
C  1.73569  -0.48196  -1.79641
S  3.66364  2.97909  -0.98103
O  4.69457  2.61133  -0.05014
O  4.00593  3.93948  -1.99847
N  2.40178  3.60243  -0.09942
C  1.23505  3.94446  -0.88976
C  -0.02955  3.93999  -0.03801
C  -0.35151  2.51022  0.41207
O  0.06157  2.13786  1.52819
O  -0.98536  1.74521  -0.34898
H  1.72558  -1.89425  -4.89805
H  0.37777  -1.91206  -3.74823
H  1.85751  -2.78300  -3.37306
H  2.98469  0.14100  -4.87366
H  3.86801  2.12410  -3.63776
H  2.03252  0.73645  -0.06114
H  1.11952  -1.19743  -1.27535
H  2.18275  3.01344  0.69376
H  1.09787  3.23946  -1.72148
H  1.42145  4.93268  -1.32135
H  -0.85841  4.33153  -0.62435
H  0.11360  4.55456  0.85051
C  -1.18281  -2.87440  -0.53996
C  -0.00395  -2.51965  0.30743
C  1.14944  -3.25678  0.45998
C  1.95432  -2.55974  1.38238
C  1.25385  -1.43275  1.74465
C  1.66673  -0.38969  2.72863
N  0.05772  -1.39355  1.08572
H  -0.89261  -3.65503  -1.24412
H  -1.55299  -2.00290  -1.08021
H  -1.99886  -3.25902  0.07725
H  1.38030  -4.18379  -0.03454
H  2.92439  -2.83693  1.74921
H  2.75208  -0.38008  2.82054
H  1.23439  -0.59361  3.71178
H  1.31601  0.59163  2.41386

The value obtained for the calculated total energy is -96174.920 eV. The calculation puts the gap between HOMO and LUMO (spin up / spin down) at 6.73 / 6.71 eV. For the maximum force, the calculation gives 0.95 eV Å⁻¹. The energy above the lowest of the compared OMol25 structures with the same formula, charge and spin comes out at 39.5 kJ/mol. As for the spin multiplicity: 4. Its net charge is -1. The value obtained for the highest occupied orbital energy (spin up / spin down) is -4.1 / -4.1 eV. Its expectation value of S² is 3.758.



Entry 4:
DFT (ωB97M-V with the def2-TZVPD basis set) results for C31H25BrI2N3O4SSeTi as an isolated structure at a distorted geometry.

CARTESIAN COORDINATES (ANGSTROEM)
Ti  0.32275  0.18738  -0.42229
Br  -0.82965  4.03640  0.70292
C  -1.59860  2.82339  1.94834
C  -1.84819  3.32094  3.19749
C  -2.61296  2.57875  4.11378
C  -3.18247  1.40709  3.70736
C  -2.93480  0.89760  2.41322
C  -3.64539  -0.26224  1.97382
C  -3.42331  -0.76199  0.73980
C  -2.35839  -0.23255  -0.05030
C  -1.62578  0.87803  0.30452
C  -2.03809  1.53900  1.52583
H  -1.49294  4.30806  3.45820
H  -2.78831  2.96688  5.10813
H  -3.84400  0.85344  4.36248
H  -4.38186  -0.70030  2.63639
H  -3.99833  -1.60374  0.37241
H  -2.13323  -0.77799  -0.96529
I  5.37253  0.42367  -1.15945
C  3.89822  -0.67555  -2.10477
C  4.27255  -1.65520  -3.04500
C  3.33651  -2.38627  -3.71446
I  3.97427  -3.81878  -5.08103
C  1.95569  -2.14129  -3.48841
C  0.90639  -2.78062  -4.19567
C  -0.38934  -2.42663  -3.97648
C  -0.67195  -1.44681  -3.00373
N  0.26434  -0.85974  -2.29672
C  1.58127  -1.16788  -2.54419
C  2.57839  -0.43653  -1.79157
O  2.20533  0.44252  -0.90353
H  5.32490  -1.82157  -3.22978
H  1.15001  -3.54306  -4.92317
H  -1.20558  -2.88311  -4.51680
H  -1.69530  -1.14527  -2.81806
C  2.46792  2.82013  0.42788
N  2.63619  3.39631  -0.90123
C  3.71355  4.20322  -1.21408
C  3.57628  4.57501  -2.49806
N  2.42051  3.98420  -2.96710
C  1.92588  4.14462  -4.32267
C  1.84131  3.25074  -1.98395
Se  0.28867  2.26567  -2.24113
H  3.19762  2.02811  0.57770
H  1.46625  2.41891  0.51377
H  2.57942  3.61282  1.16538
H  4.46862  4.43325  -0.48581
H  4.18961  5.19373  -3.12688
H  2.61438  3.67374  -5.02333
H  1.83079  5.20479  -4.54978
H  0.95436  3.66527  -4.39558
C  -4.00103  -4.28094  3.71919
C  -2.76770  -3.58734  3.21119
C  -2.06474  -2.69157  4.01248
C  -0.93728  -2.04463  3.53686
C  -0.51429  -2.28128  2.23562
C  -1.19507  -3.16873  1.41983
C  -2.31108  -3.82042  1.91802
S  0.93488  -1.44551  1.69527
O  1.09463  -1.78583  0.25104
O  1.97751  -1.80619  2.59980
O  0.62835  0.01963  1.66420
H  -4.14024  -4.11226  4.78587
H  -3.94533  -5.35678  3.55043
H  -4.89162  -3.91611  3.20331
H  -2.40037  -2.50052  5.02451
H  -0.39200  -1.35481  4.16709
H  -0.84714  -3.35277  0.41194
H  -2.84355  -4.52045  1.28425

The value obtained for the calculated total energy is -230756.346 eV. The calculation puts the gap between HOMO and LUMO (spin up / spin down) at 7.00 / 7.12 eV. For the maximum force, the calculation gives 1.19 eV Å⁻¹. The energy above the lowest of the compared OMol25 structures with the same formula, charge and spin comes out at 150.1 kJ/mol. As for the spin multiplicity: 2. Its net charge is 0. The value obtained for the highest occupied orbital energy (spin up / spin down) is -7.3 / -7.5 eV. Its expectation value of S² is 0.755.